Entry from OMol25: an isolated molecule of C20H22N2O6S at a distorted geometry (wB97M-V/def2-TZVPD).

Results
electronic energy: -47198.581 eV
SMILES: CCOC(=O)Cn1c(=O)oc2cc(S(=O)(=O)NCCc3ccc(C)cc3)ccc21
energy relative to the best compared isomer or geometry (same formula, charge and spin): 0.0460 eV

ORCA input file:
```
! wB97M-V def2-TZVPD RIJCOSX def2/J DEFGRID3
* xyz 0 1
C -5.23263 -3.15300 0.93519
C -5.71896 -1.98110 0.09644
O -4.89151 -0.82395 0.28363
C -3.76319 -0.76961 -0.41309
O -3.37523 -1.60191 -1.18430
C -3.00720 0.52330 -0.09943
N -1.75724 0.55942 -0.79589
C -1.52715 1.36442 -1.89745
O -2.26053 2.21493 -2.31258
O -0.31021 1.05303 -2.40880
C 0.22674 0.06224 -1.64192
C 1.46041 -0.53929 -1.74331
C 1.75449 -1.48567 -0.77685
S 3.39458 -2.18854 -0.68526
O 3.29151 -3.57938 -0.35413
O 4.15899 -1.80213 -1.83585
N 3.95078 -1.43478 0.70613
C 4.82466 -0.27698 0.61989
C 4.24644 0.82118 -0.26709
C 2.92265 1.41044 0.14465
C 2.37391 2.40782 -0.65887
C 1.16453 2.99402 -0.34744
C 0.45601 2.60130 0.78319
C -0.84497 3.26218 1.12747
C 1.00044 1.60700 1.58152
C 2.21754 1.02057 1.27216
C 0.86347 -1.84755 0.21818
C -0.38298 -1.25037 0.31062
C -0.67861 -0.27519 -0.62437
H -4.24527 -3.46525 0.60393
H -5.18522 -2.87251 1.98469
H -5.91892 -3.98694 0.82273
H -6.71659 -1.66134 0.40175
H -5.71780 -2.24659 -0.96500
H -2.85614 0.60310 0.98066
H -3.60246 1.37542 -0.44222
H 2.16832 -0.29822 -2.51716
H 4.28990 -2.13849 1.34381
H 5.80331 -0.55865 0.20737
H 4.97334 0.09755 1.63739
H 4.98487 1.62829 -0.30718
H 4.15663 0.41964 -1.27822
H 2.90671 2.72574 -1.54347
H 0.75838 3.76322 -0.98824
H -0.65929 4.25980 1.52610
H -1.46944 3.37343 0.24280
H -1.38658 2.69424 1.88061
H 0.47023 1.28486 2.46732
H 2.60528 0.24542 1.91291
H 1.16877 -2.60885 0.91689
H -1.08475 -1.52627 1.08009
*
```

Atomic partial charges in e from the Mulliken method, atoms 1 to 5: C -1.08; C -0.24; O -0.34; C 0.64; O -0.54

***

Entry from OMol25: a structure of composition C20H22N3PdSeSi (wB97M-V/def2-TZVPD).

Results
electronic energy: -102274.158 eV
energy relative to the best compared isomer or geometry (same formula, charge and spin): 1.0998 eV

ORCA input file:
```
! wB97M-V def2-TZVPD RIJCOSX def2/J DEFGRID3
* xyz -1 1
Pd -0.47732 -0.53905 -0.72120
C 3.40456 -1.95659 -1.76529
C 2.03796 -2.23505 -1.87576
N 1.20990 -2.23072 -0.85141
C 1.70977 -1.92297 0.36879
C 3.07334 -1.64577 0.58518
C 3.92693 -1.67385 -0.53001
C 3.52931 -1.32016 1.89926
C 2.67530 -1.28742 2.94463
C 1.28019 -1.54347 2.76803
C 0.35255 -1.46494 3.81974
C -0.97692 -1.66856 3.55402
C -1.37082 -1.94554 2.23936
N -0.53311 -2.02057 1.22691
C 0.78559 -1.84134 1.48207
H 4.03502 -1.96510 -2.64506
H 1.59001 -2.47109 -2.83519
H 4.98331 -1.46842 -0.40228
H 4.57508 -1.06561 2.02784
H 3.02978 -1.02171 3.93441
H 0.69691 -1.23679 4.82179
H -1.71718 -1.60752 4.34148
H -2.41739 -2.10448 2.00067
C -1.80324 3.15188 -0.86705
Si 0.08677 3.33338 -0.80276
C 0.47543 4.67646 0.49144
C 0.59072 4.13418 -2.45908
Se 1.10133 1.42366 -0.26267
H -2.30651 4.12204 -0.79537
H -2.12717 2.51848 -0.04024
H -2.11060 2.66979 -1.79801
H 0.11167 5.65721 0.16603
H 1.55390 4.74607 0.64982
H 0.01180 4.43434 1.45026
H 0.29689 5.18859 -2.45940
H 0.10783 3.64291 -3.30696
H 1.67077 4.08150 -2.61180
C -3.96862 -1.18012 -0.59605
C -3.46168 -2.48712 -0.69925
C -2.30641 -2.68567 -1.41911
N -1.66361 -1.71782 -2.10850
C -2.15202 -0.44502 -2.00652
C -3.30703 -0.15681 -1.22957
H -4.86769 -0.98393 -0.02293
H -3.96673 -3.31899 -0.22353
H -1.85681 -3.67223 -1.47556
H -1.82645 0.24863 -2.77497
H -3.68534 0.85532 -1.18618
*
```

Atomic partial charges in e from the Mulliken method, atoms 1 to 5: Pd -0.21; C -0.55; C -0.58; N -0.34; C -0.26

***

Entry from OMol25: an isolated molecule of C20H22N4O3 at a distorted geometry (wB97M-V/def2-TZVPD).

Results
electronic energy: -33199.948 eV
SMILES: COc1cccc(NC(=O)CCCCCn2nnc3ccccc3c2=O)c1
energy relative to the best compared isomer or geometry (same formula, charge and spin): 2.8586 eV

ORCA input file:
```
! wB97M-V def2-TZVPD RIJCOSX def2/J DEFGRID3
* xyz 0 1
C -7.42858 -1.09318 0.29122
O -6.34475 -0.35967 -0.21980
C -5.08775 -0.66983 0.20645
C -4.78502 -1.67734 1.11477
C -3.46270 -1.89529 1.47135
C -2.44746 -1.13149 0.93875
C -2.74894 -0.11898 0.02412
N -1.68009 0.61657 -0.48923
C -1.69706 1.69600 -1.31667
O -2.69018 2.19901 -1.79318
C -0.29204 2.21625 -1.59917
C 0.34398 2.82112 -0.34443
C 1.85449 2.99560 -0.50650
C 2.58438 3.22038 0.81886
C 2.53718 2.01053 1.76003
N 3.05661 0.81795 1.11794
N 4.38375 0.77549 1.01413
N 4.97844 -0.15673 0.45325
C 4.28348 -1.20168 -0.10373
C 4.98122 -2.23178 -0.74473
C 4.28180 -3.27624 -1.30293
C 2.88733 -3.31973 -1.23776
C 2.18562 -2.31518 -0.61075
C 2.87823 -1.24761 -0.03718
C 2.18899 -0.15588 0.63836
O 0.98242 -0.06982 0.79103
C -4.06647 0.10766 -0.33872
H -8.31676 -0.67315 -0.17858
H -7.51173 -0.98718 1.37824
H -7.35430 -2.15574 0.03561
H -5.55646 -2.29244 1.54967
H -3.23038 -2.67741 2.17956
H -1.42042 -1.30038 1.22658
H -0.77652 0.32065 -0.13383
H -0.35262 2.95903 -2.39476
H 0.31768 1.37971 -1.95090
H -0.12095 3.78319 -0.12420
H 0.14678 2.15955 0.49803
H 2.26920 2.10815 -0.99332
H 2.05552 3.84162 -1.16613
H 3.63240 3.44647 0.61146
H 2.14732 4.07142 1.34248
H 3.15563 2.21089 2.63710
H 1.51702 1.78978 2.07613
H 6.05719 -2.17756 -0.78443
H 4.81384 -4.07437 -1.79871
H 2.35815 -4.14845 -1.68300
H 1.10786 -2.32980 -0.54891
H -4.32004 0.88439 -1.03910
*
```

Atomic partial charges in e from the Mulliken method, atoms 1 to 5: C -0.87; O -0.40; C 0.63; C -0.52; C -0.92

***

> Which value of electronic energy does entry 3 give?

-33199.948 eV

***

> Which formula does entry 3 have?

C20H22N4O3